6 unconnected molecules or ions with the total composition C26H67ClN5O12 in a non-equilibrium geometry. Source: the Open Molecules 2025 dataset; level of theory: ωB97M-V with the def2-TZVPD basis set.

```
111
Properties=species:S:1:pos:R:3:forces:R:3
Cl 0.35878 0.96412 -0.64149 4.04 -0.71 -2.24
O -0.77789 1.73034 -0.28425 -2.52 1.16 0.18
O 0.48876 0.81217 -2.13389 -0.87 0.28 2.77
O 1.54627 1.58114 -0.10644 -0.22 0.70 -0.53
O 0.28604 -0.30358 0.00294 -1.10 -1.73 0.03
C 9.49081 -1.32084 0.04618 -0.41 -0.99 -0.23
O 8.21638 -1.96694 0.24112 0.75 -0.17 0.90
C 8.23440 -3.33221 0.68404 0.55 0.44 -1.46
C 6.88916 -4.04262 0.37849 0.59 -0.42 0.28
N 5.65429 -3.26162 0.11910 -0.56 -3.06 -0.05
C 4.63737 -4.36020 -0.20450 -1.64 0.60 -0.48
C 3.21269 -3.83266 -0.65600 2.12 2.54 -0.36
O 3.49229 -2.50678 -1.28256 -0.92 -2.46 -0.58
C 2.43805 -2.14527 -2.15423 0.29 0.99 0.18
H 10.01437 -1.80550 -0.77789 -0.18 0.22 -0.64
H 10.25294 -1.40689 0.82068 -0.49 -0.10 0.93
H 9.30238 -0.26172 -0.12948 -0.08 -0.23 -0.17
H 8.75273 -3.52703 1.62291 -0.85 0.72 1.01
H 8.91618 -3.92418 0.07342 0.47 0.25 -0.70
H 6.71490 -4.81174 1.13095 -0.03 0.05 0.80
H 7.18231 -4.71131 -0.43085 -0.75 0.46 -0.82
H 5.30502 -3.13235 1.05792 0.24 1.53 0.34
H 4.42965 -5.00850 0.64676 0.23 -0.06 0.60
H 4.90465 -5.09518 -0.96375 0.79 0.54 -0.36
H 2.49209 -3.58960 0.12487 0.12 -0.37 0.50
H 2.74895 -4.55548 -1.32725 0.03 0.11 -0.34
H 1.49161 -2.12275 -1.61401 -0.29 -0.02 0.01
H 2.32517 -2.70052 -3.08538 0.17 -0.78 0.14
H 2.64541 -1.12972 -2.49153 -0.03 0.20 0.26
C -1.32528 -3.58686 -0.50376 0.36 -0.67 -0.28
O -2.33802 -2.68556 -0.07018 0.19 0.71 0.87
C -2.65069 -1.66445 -1.00003 0.54 0.23 -1.56
C -3.53594 -0.47960 -0.49135 -0.16 -3.76 0.66
N -3.08790 -0.08263 0.81496 -2.48 4.02 -1.54
C -4.04419 0.81230 1.51367 -0.74 -0.93 1.31
C -3.45324 1.16518 2.81765 0.15 -0.70 0.31
O -3.11034 -0.08345 3.40027 0.90 1.87 2.85
C -2.67221 0.37213 4.77452 0.95 -1.92 -0.70
H -1.01900 -4.33188 0.23058 -1.06 0.13 0.77
H -0.32350 -3.20076 -0.69205 -0.30 1.10 -0.56
H -1.67875 -4.17501 -1.35066 0.03 0.18 -0.34
H -3.14493 -2.12447 -1.85573 -0.41 0.08 -0.14
H -1.78293 -1.20366 -1.47201 0.50 -0.16 0.45
H -4.55619 -0.85221 -0.39996 -0.14 0.26 0.10
H -3.52278 0.35463 -1.19277 0.44 0.21 0.05
H -2.26683 0.49414 0.69969 2.05 -0.47 0.42
H -5.01834 0.37990 1.74205 0.14 -0.84 -0.53
H -4.31223 1.76010 1.04682 0.68 0.12 -1.19
H -4.17638 1.63088 3.48720 -0.07 0.59 -0.36
H -2.56395 1.78238 2.68991 0.03 0.20 0.11
H -3.46666 0.31223 5.51840 -0.25 0.14 -0.38
H -2.16145 1.33496 4.78768 -0.53 0.27 -0.45
H -1.86641 -0.29171 5.08776 -0.25 -0.41 -0.04
C -8.37720 10.24223 0.20613 0.34 1.40 -0.95
O -7.46529 9.21694 -0.02519 -0.28 -0.10 1.66
C -8.06169 7.97398 0.27689 2.80 -1.64 -0.71
C -6.84950 7.06139 0.81611 -2.15 -0.79 -0.25
N -7.06804 5.64658 0.42396 1.32 0.66 -1.43
C -6.06020 4.75810 0.98654 -0.57 -0.82 2.59
C -4.58567 5.01680 0.84337 0.43 2.06 -1.28
O -3.77587 4.01618 1.34812 1.07 -2.35 -0.31
C -2.34962 4.26327 1.14931 -0.56 -0.29 0.92
H -9.14077 10.16420 -0.56781 -0.58 0.28 0.23
H -7.83038 11.17226 0.05075 -0.07 0.11 -0.19
H -8.78689 10.33580 1.21187 -0.14 -0.61 0.15
H -8.41919 7.61760 -0.68917 -0.18 -0.67 0.06
H -8.88781 7.93232 0.98674 0.07 0.66 0.22
H -6.89024 7.07300 1.90529 0.26 0.52 0.40
H -5.86250 7.39562 0.49639 -0.36 0.19 -0.30
H -8.00227 5.35617 0.67493 0.15 -0.19 0.12
H -6.19717 3.69626 0.78200 -0.45 0.03 -0.68
H -6.18787 4.80295 2.06810 -0.14 -0.25 0.73
H -4.24392 5.88285 1.41016 -0.51 0.81 -0.30
H -4.41579 5.18746 -0.21970 0.48 0.12 -0.32
H -2.11480 5.09089 1.81865 0.33 0.47 -0.57
H -1.99696 4.32185 0.11960 -0.61 0.69 -0.18
H -1.73464 3.43795 1.50815 -0.61 -0.38 0.31
C 1.83532 -1.05860 3.17091 -0.15 0.36 2.96
C 3.28491 -0.97012 2.79863 0.15 0.14 -0.97
C 4.14414 -2.10083 3.41491 -1.47 0.59 -0.09
O 5.47662 -2.10138 3.05098 1.52 -0.02 0.00
C 6.29713 -2.86664 3.94270 -0.29 0.19 -0.19
N 3.16644 -0.99779 1.32068 1.71 -0.88 0.55
H 1.74820 -1.06343 4.25742 -0.24 0.12 0.57
H 1.32676 -1.98447 2.90216 0.04 0.15 -0.68
H 1.35800 -0.13336 2.84812 -0.33 -0.42 -0.35
H 3.72955 -0.07445 3.23242 -0.11 0.48 -0.60
H 3.62624 -3.02053 3.14283 0.13 -0.71 0.13
H 4.10536 -1.93942 4.49219 -0.41 -0.24 0.33
H 7.34900 -2.79604 3.66576 -0.24 -0.14 -0.65
H 5.93866 -3.89557 3.97274 0.22 -0.27 -0.14
H 6.31215 -2.52122 4.97641 -0.60 0.45 0.19
H 2.73160 -0.18382 0.91025 0.04 0.33 0.25
H 2.47683 -1.73309 1.25840 -0.02 -0.07 -1.09
C -0.76580 -0.63500 -5.69578 0.58 0.71 -0.59
C -0.57934 -2.05847 -5.18895 0.14 0.08 -0.44
C 0.76375 -2.73272 -5.66161 0.65 0.08 1.60
O 1.03092 -4.02425 -4.91127 -0.15 0.98 -0.84
C 2.17071 -4.83174 -5.35456 -1.08 1.36 -0.99
N -0.83970 -2.05404 -3.75162 -0.35 -1.42 -0.60
H -0.44989 0.09609 -4.95160 0.13 -0.09 0.14
H -1.78639 -0.36629 -5.96834 -0.20 -0.41 0.29
H -0.20092 -0.40259 -6.59856 0.27 -0.20 -0.12
H -1.37101 -2.64591 -5.65401 -0.14 -0.28 0.20
H 1.56610 -2.02547 -5.45155 0.38 -0.03 0.63
H 0.81678 -2.72963 -6.75032 -0.43 -1.11 -0.24
H 3.07325 -4.22370 -5.41633 0.05 0.11 -0.04
H 1.88466 -5.18501 -6.34525 0.42 -0.15 -0.23
H 2.40677 -5.71127 -4.75556 -0.68 0.34 0.57
H -0.67825 -3.03421 -3.56911 -0.07 -0.24 1.06
H -0.21142 -1.52651 -3.16249 0.51 0.37 -0.37
```
Forces are in eV/Å.

Calculated values
* LUMO level (alpha / beta): 0.234 / -4.391 eV
* strongest force on any atom: 5.0 eV Å⁻¹
* spin multiplicity: 2
* molar mass: 677.3 u
* HOMO-LUMO gap (alpha / beta): 7.93 / 3.31 eV
* expectation value of S²: 0.75


10 unconnected molecules or ions with the total composition C26H68F3N2O9S9 in a non-equilibrium geometry. Source: the Open Molecules 2025 dataset; level of theory: ωB97M-V with the def2-TZVPD basis set.

```
117
Properties=species:S:1:pos:R:3:forces:R:3
N -3.19428 -5.38384 3.81322 -0.87 0.71 -0.68
C -3.98936 -4.55319 2.85419 1.80 -2.66 -2.09
C -3.26442 -4.53288 1.39665 -1.38 1.71 0.20
C -3.10214 -2.99088 0.97549 0.83 -0.01 0.31
C -1.63997 -2.83747 0.34312 0.06 1.11 0.00
C -0.56889 -2.14119 1.29268 2.26 -1.09 -0.81
C -0.04766 -3.09872 2.45016 0.14 1.64 2.26
F 0.38199 -4.42253 2.25278 -2.08 1.78 0.11
C 0.02165 -2.57651 3.76453 0.31 -0.65 -1.90
F 0.65929 -1.32782 3.92197 -2.60 -2.33 0.49
F -0.45064 -3.21528 4.91337 2.02 1.37 -1.74
C -3.49367 -2.17389 2.29184 -1.57 1.51 -0.77
N -4.00309 -3.14125 3.36329 0.88 0.14 0.53
H -2.19805 -5.13110 3.72939 -0.55 -0.15 -0.08
H -3.26886 -6.36879 3.53313 -0.12 0.37 0.46
H -4.99120 -5.02352 2.57994 0.95 1.13 1.46
H -3.99511 -4.94476 0.63434 1.26 -0.02 0.91
H -2.26255 -5.06348 1.47239 -1.39 0.64 -0.29
H -3.80600 -2.56659 0.18360 0.90 -1.45 1.36
H -1.72772 -2.16547 -0.58141 0.23 -0.89 1.36
H -1.24762 -3.83779 -0.05353 -0.60 1.39 0.76
H 0.34575 -1.91856 0.63520 -1.35 -0.02 0.77
H -0.92521 -1.15591 1.74398 0.47 -1.51 -0.49
H -4.44204 -1.56327 2.09898 1.57 -0.54 -0.17
H -2.75417 -1.46564 2.77192 -0.66 -1.08 -0.60
H -4.89696 -2.89641 3.82023 0.37 0.02 -0.67
H -3.30351 -3.01111 4.11136 -0.37 -0.91 -0.02
C 4.33725 -5.15156 5.18414 0.10 0.02 0.02
S 2.86759 -6.08694 4.71106 0.13 -0.23 -0.03
O 3.14121 -7.52583 4.99793 -0.06 0.44 -0.11
C 3.05775 -5.84404 2.93263 0.10 -0.01 -0.09
H 4.44199 -5.19963 6.26831 -0.10 -0.06 -0.08
H 5.22170 -5.58543 4.71479 -0.09 -0.05 -0.01
H 4.22092 -4.11038 4.87812 -0.05 -0.04 0.00
H 4.02232 -6.23377 2.60329 -0.02 -0.03 0.12
H 2.98267 -4.78058 2.69998 -0.03 -0.04 0.05
H 2.25742 -6.38168 2.42429 0.02 0.02 0.13
C 3.94682 0.31273 -0.07400 0.15 -0.14 0.12
S 2.54364 -0.00701 -1.15973 0.28 0.24 -0.04
O 1.85191 -1.23470 -0.64898 0.14 -0.07 -0.03
C 3.52519 -0.49586 -2.59128 0.04 -0.08 -0.06
H 3.56528 0.60130 0.90641 -0.10 -0.03 -0.10
H 4.55440 -0.58909 0.02375 -0.14 -0.06 -0.04
H 4.54357 1.12773 -0.48440 -0.18 0.00 -0.09
H 4.16044 -1.34526 -2.33482 -0.07 0.02 0.08
H 4.13644 0.34745 -2.91700 -0.09 0.06 0.11
H 2.84500 -0.78119 -3.39422 -0.03 0.04 0.12
C -1.55891 -8.96918 6.38168 0.04 0.03 -0.06
S -3.33132 -8.88010 6.71116 0.00 0.06 -0.13
O -4.00011 -8.44131 5.44727 0.27 0.08 0.17
C -3.24544 -7.44496 7.80247 0.01 0.12 0.00
H -1.37935 -9.78423 5.68023 -0.11 0.03 0.07
H -1.21363 -8.03091 5.94369 -0.08 0.00 0.03
H -1.02475 -9.16910 7.31176 -0.06 -0.01 -0.02
H -2.79465 -6.60244 7.27507 -0.01 -0.08 -0.06
H -2.65653 -7.69415 8.68667 -0.03 -0.05 -0.05
H -4.25906 -7.18236 8.10600 0.03 -0.11 -0.07
C 1.47193 3.23719 5.56201 0.07 0.07 0.05
S 0.06449 2.10856 5.50194 -0.13 0.14 0.16
O -1.07069 2.77025 6.21023 0.36 -0.22 -0.16
C 0.76285 0.88171 6.62734 0.06 -0.02 0.10
H 1.23972 4.11009 4.95144 -0.08 -0.11 0.02
H 1.65292 3.55209 6.59103 -0.09 -0.05 -0.02
H 2.35584 2.73946 5.15951 -0.07 -0.02 -0.01
H 0.98847 1.34464 7.58933 -0.06 0.06 -0.06
H 1.66982 0.46043 6.19035 -0.05 0.03 -0.04
H 0.02886 0.08838 6.77016 -0.01 0.10 -0.07
C -6.69343 -3.53955 -3.00673 0.10 -0.02 0.16
S -6.00986 -4.35539 -1.55210 -0.38 -0.13 -0.48
O -4.96759 -3.44280 -0.97273 -0.36 -0.25 -0.49
C -5.14513 -5.65587 -2.45573 0.17 0.03 0.05
H -7.25057 -2.66114 -2.68023 0.06 -0.09 0.05
H -5.88880 -3.22990 -3.67367 -0.05 -0.02 0.08
H -7.36837 -4.22317 -3.52398 0.03 -0.02 0.09
H -4.43591 -5.21336 -3.15703 -0.07 0.08 0.04
H -5.87005 -6.27042 -2.99117 -0.02 0.07 0.07
H -4.60659 -6.27587 -1.73796 -0.08 0.05 0.01
C 5.43058 5.00669 -0.24235 0.13 -0.03 -0.07
S 3.90722 4.17390 -0.73418 0.03 0.15 -0.08
O 4.28899 3.01650 -1.60270 0.00 0.24 0.06
C 3.31726 5.49079 -1.81644 0.06 -0.01 -0.17
H 5.98953 4.34198 0.41713 -0.12 -0.02 -0.04
H 6.03220 5.23307 -1.12428 -0.11 -0.04 -0.03
H 5.18669 5.92556 0.29313 -0.06 -0.06 -0.02
H 4.05262 5.68778 -2.60035 0.04 -0.04 0.01
H 3.14229 6.39415 -1.22951 0.01 -0.08 0.06
H 2.37988 5.16920 -2.27155 0.05 -0.08 0.11
C 2.69026 7.56673 -5.08742 -0.09 -0.01 0.07
S 4.34462 7.27199 -5.74632 0.12 0.16 0.10
O 5.15405 6.63943 -4.65832 -0.27 0.13 -0.01
C 4.81817 9.00883 -5.83479 0.11 -0.04 -0.06
H 2.21130 6.60210 -4.91446 0.12 0.00 -0.06
H 2.75668 8.11332 -4.14493 0.08 0.01 -0.05
H 2.10577 8.13607 -5.81207 0.09 0.02 0.00
H 4.75014 9.46462 -4.84566 -0.05 -0.10 0.00
H 4.16289 9.52978 -6.53410 -0.04 -0.06 0.09
H 5.84730 9.06782 -6.19096 -0.04 -0.17 0.04
C -3.66006 -0.37056 -4.77561 0.06 -0.07 0.08
S -5.07563 -0.68425 -5.85072 0.03 -0.03 -0.05
O -5.76466 -1.90813 -5.33717 0.32 0.22 -0.15
C -4.10917 -1.17441 -7.29364 0.03 -0.10 -0.03
H -4.03173 -0.08311 -3.79161 -0.07 -0.02 -0.11
H -3.05379 -1.27362 -4.68484 -0.07 -0.01 -0.05
H -3.06274 0.44396 -5.18820 -0.08 -0.02 -0.02
H -3.47491 -2.02689 -7.04520 -0.06 0.03 0.07
H -3.49728 -0.33392 -7.62497 -0.07 0.01 0.05
H -4.79838 -1.45535 -8.09011 -0.03 0.05 0.12
C 1.53313 13.09947 -8.10016 -0.11 -0.03 0.00
S 2.98200 12.44574 -7.24589 -0.09 0.04 0.01
O 2.62859 11.08157 -6.74535 -0.11 0.32 -0.04
C 2.89575 13.57505 -5.84086 -0.06 -0.01 0.10
H 1.37048 12.51027 -9.00294 0.11 -0.01 0.09
H 0.65576 13.02520 -7.45551 0.09 -0.04 0.04
H 1.71130 14.14017 -8.37527 0.06 -0.05 0.02
H 1.93301 13.47103 -5.33786 0.02 -0.06 -0.08
H 3.02973 14.60048 -6.18889 0.02 -0.07 -0.04
H 3.69693 13.32199 -5.14617 -0.02 -0.05 -0.12
```
Forces are in eV/Å.

Calculated values
* LUMO level: -2.285 eV
* strongest force on any atom: 3.8 eV Å⁻¹
* spin multiplicity: 1
* net charge: +1
* molar mass: 898.4 u
* HOMO-LUMO gap: 7.70 eV